DFT (ωB97M-V/def2-TZVPD) results for a molecular structure, C2H2AlO6 at a distorted geometry.

The geometry in XYZ format:
```
11
Properties=species:S:1:pos:R:3:forces:R:3:mulliken_charge:R:1
Al -9.5943 -3.3784 -16.4692 0.026 0.062 -0.016 1.000
O -13.4010 0.9663 -10.9849 0.447 -1.256 -0.182 -0.374
C -12.6188 0.3080 -11.8194 -1.173 1.017 -0.036 0.825
O -12.6350 -0.9012 -12.0579 -0.085 -0.969 0.468 -0.336
O -11.8527 0.8939 -12.6028 0.973 0.439 -0.551 -0.340
H -13.2716 1.8902 -11.2114 -0.100 0.775 0.226 0.347
O -5.3998 0.0319 -18.3510 0.381 -1.486 0.891 -0.410
C -5.9028 1.0260 -18.9942 -0.848 1.890 -0.736 0.779
O -5.0153 1.7132 -19.6455 -2.291 -0.243 0.466 -0.466
O -7.1043 1.1773 -18.8738 -1.590 1.456 -0.848 -0.413
H -4.6304 0.3797 -18.8079 4.261 -1.686 0.318 0.388
```
Forces are in eV/Å.

Values from the calculation:
energy relative to the best compared isomer or geometry (same formula, charge and spin): 0.0 kcal per mole
total charge: +1
orbital gap: 1.54 eV
molecular weight: 149.01 g/mol
HOMO: -11.397 eV
E_tot: -770.7032 Eh